(1)
The following is a quantum chemistry calculation of a cluster of 3 separate species, C6H15N2 in total at a distorted geometry, from the Open Molecules 2025 dataset.

As for the frontier orbital gap (alpha / beta): 9.0 / 9.8 eV. Its expectation value of S² is 0.754. The HOMO energy (alpha / beta) comes out at -0.2968 / -0.3391 Ha. The calculation puts the LUMO energy (alpha / beta) at 1.0 / 0.6 eV. The electronic energy comes out at -9441.332 eV. As for the spin multiplicity: 2. The relative energy (zero: lowest compared OMol25 entry of this formula, charge and spin) is 57.57 kcal/mol. Its charge is 0. The molecular weight is 115.2 g mol⁻¹.

Cartesian coordinates (Å):
1 N 2.721 0.125 2.492
2 C -4.899 -1.872 2.753
3 C -5.633 -3.009 2.657
4 N 1.672 0.555 -0.568
5 C 0.868 1.652 -1.037
6 C 1.333 2.169 -2.376
7 C 1.854 0.816 -2.982
8 C 2.510 0.154 -1.725
9 H 2.337 0.278 1.587
10 H 2.138 0.519 3.239
11 H 2.845 -0.864 2.671
12 H -4.502 -1.601 3.691
13 H -4.685 -1.233 1.821
14 H -6.052 -3.349 1.669
15 H -5.792 -3.650 3.522
16 H 0.351 0.672 -1.196
17 H 0.469 2.417 -0.329
18 H 2.203 2.864 -2.246
19 H 0.594 2.644 -2.997
20 H 1.034 0.158 -3.290
21 H 2.542 0.944 -3.874
22 H 2.540 -0.937 -1.880
23 H 3.556 0.547 -1.602

Atomic partial charges in e from the Mulliken method, atoms 1 to 2:
1. N -0.659
2. C -0.421

(2)
The following is a quantum chemistry calculation of a cluster of 2 separate species, C5H12O2 in total, from the Open Molecules 2025 dataset.

As for the frontier orbital gap: 9.5 eV. The HOMO energy comes out at -0.3295 Ha. The calculation puts the LUMO energy at 0.6 eV. The electronic energy comes out at -9473.484 eV. The SMILES is CC/C=C\O.CO. As for the spin multiplicity: 1. The relative energy (zero: lowest compared OMol25 entry of this formula, charge and spin) is 38.10 kcal/mol. Its charge is 0. The molecular weight is 104.1 g mol⁻¹.

Cartesian coordinates (Å):
1 C 2.130 0.061 0.943
2 C 0.884 0.777 1.473
3 C 0.060 1.416 0.390
4 O -0.210 -1.776 -0.791
5 C -1.198 1.109 0.101
6 C -0.837 -1.435 -2.004
7 O -1.856 0.075 0.739
8 H 1.843 -0.790 0.317
9 H 2.746 0.737 0.338
10 H 2.748 -0.299 1.773
11 H 0.262 0.074 2.037
12 H 1.188 1.560 2.180
13 H 0.528 2.192 -0.213
14 H -0.748 -1.400 -0.078
15 H -1.762 1.612 -0.683
16 H -1.718 -2.062 -2.211
17 H -1.147 -0.381 -2.034
18 H -0.115 -1.590 -2.810
19 H -2.796 0.119 0.533

Atomic partial charges in e from the Mulliken method, atoms 1 to 2:
1. C -1.042
2. C -0.338

(3)
The following is a quantum chemistry calculation of a cluster of 8 separate species, C45H82BN7O8 in total at a distorted geometry, from the Open Molecules 2025 dataset.

As for the frontier orbital gap: 3.1 eV. The HOMO energy comes out at -0.4763 Ha. The calculation puts the LUMO energy at -9.8 eV. The electronic energy comes out at -75439.778 eV. As for the spin multiplicity: 1. Its charge is +4. The molecular weight is 860.0 g mol⁻¹.

Cartesian coordinates (Å):
1 B -13.558 -9.079 2.500
2 H -12.690 -9.456 3.019
3 H -13.278 -8.769 1.506
4 H -14.310 -9.850 2.430
5 H -14.001 -8.261 3.047
6 C -15.315 -14.770 -3.412
7 C -14.383 -13.677 -3.131
8 C -14.992 -12.321 -2.694
9 C -14.057 -11.196 -2.229
10 N -14.814 -9.815 -1.981
11 C -13.716 -8.816 -1.431
12 C -14.541 -7.670 -0.756
13 C -15.759 -8.364 -0.127
14 C -15.796 -9.786 -0.751
15 C -15.621 -9.311 -3.256
16 C -15.029 -9.509 -4.687
17 C -16.048 -9.135 -5.756
18 H -15.623 -15.385 -2.567
19 H -14.843 -15.485 -4.087
20 H -16.272 -14.392 -3.769
21 H -13.755 -13.389 -3.974
22 H -13.654 -14.120 -2.453
23 H -15.647 -12.648 -1.886
24 H -15.618 -11.977 -3.517
25 H -13.349 -10.807 -2.961
26 H -13.589 -11.358 -1.258
27 H -13.131 -8.462 -2.280
28 H -13.129 -9.218 -0.606
29 H -14.892 -6.951 -1.496
30 H -13.937 -7.109 -0.042
31 H -16.682 -7.800 -0.259
32 H -15.689 -8.457 0.957
33 H -16.742 -10.278 -0.978
34 H -15.221 -10.444 -0.099
35 H -15.970 -8.292 -3.090
36 H -16.609 -9.752 -3.124
37 H -14.506 -10.446 -4.882
38 H -14.208 -8.823 -4.899
39 H -15.613 -8.796 -6.697
40 H -16.626 -8.307 -5.345
41 H -16.694 -9.969 -6.028
42 C -11.477 -4.831 2.234
43 C -11.253 -5.722 3.520
44 C -12.284 -5.380 4.698
45 O -12.028 -6.210 5.849
46 C -10.844 -5.959 6.479
47 N -11.313 -7.231 3.141
48 H -10.749 -7.416 2.324
49 H -10.918 -7.927 3.758
50 H -12.260 -7.518 2.941
51 H -12.340 -5.237 1.706
52 H -10.604 -4.867 1.582
53 H -11.660 -3.782 2.464
54 H -10.292 -5.401 3.922
55 H -13.303 -5.384 4.310
56 H -12.179 -4.337 4.997
57 H -9.906 -6.328 6.064
58 H -10.861 -6.162 7.549
59 H -10.726 -4.876 6.498
60 C -11.494 -12.540 0.189
61 C -10.548 -12.247 1.328
62 C -9.152 -12.730 1.046
63 O -8.366 -12.638 2.234
64 C -6.967 -12.772 1.959
65 N -10.609 -10.844 1.764
66 H -9.906 -10.687 2.472
67 H -10.440 -10.111 1.089
68 H -11.497 -10.624 2.191
69 H -12.464 -12.148 0.496
70 H -11.635 -13.606 0.012
71 H -11.271 -12.021 -0.744
72 H -10.907 -12.756 2.222
73 H -8.723 -12.090 0.275
74 H -9.184 -13.734 0.621
75 H -6.435 -12.953 2.893
76 H -6.623 -11.870 1.453
77 H -6.860 -13.565 1.219
78 C -26.861 -7.933 2.438
79 N -25.449 -8.224 2.532
80 C -25.129 -9.342 3.281
81 C -23.776 -9.735 3.414
82 C -22.731 -9.027 2.773
83 C -23.133 -7.982 1.941
84 C -24.467 -7.576 1.851
85 C -21.334 -9.466 2.842
86 C -20.290 -8.578 3.076
87 C -18.914 -8.965 2.944
88 N -18.631 -10.285 2.893
89 C -19.650 -11.214 2.878
90 C -21.036 -10.827 2.731
91 C -17.269 -10.857 3.010
92 H -27.400 -8.218 3.342
93 H -27.170 -8.459 1.535
94 H -26.977 -6.874 2.209
95 H -25.883 -9.862 3.852
96 H -23.575 -10.609 4.016
97 H -22.483 -7.350 1.355
98 H -24.822 -6.717 1.302
99 H -20.418 -7.515 3.218
100 H -18.105 -8.252 2.997
101 H -19.337 -12.243 2.966
102 H -21.807 -11.539 2.478
103 H -17.091 -10.804 4.084
104 H -16.521 -10.245 2.507
105 H -17.346 -11.846 2.557
106 C -9.567 -15.025 10.660
107 N -10.433 -14.045 9.889
108 C -11.746 -14.302 9.825
109 C -12.536 -13.500 9.023
110 C -12.049 -12.363 8.395
111 C -10.688 -12.093 8.491
112 C -9.891 -12.886 9.292
113 C -12.994 -11.456 7.610
114 C -14.377 -11.423 7.900
115 C -15.203 -10.501 7.224
116 N -14.715 -9.805 6.200
117 C -13.435 -9.864 5.864
118 C -12.523 -10.622 6.634
119 C -15.586 -8.833 5.509
120 H -8.582 -14.984 10.196
121 H -10.017 -16.017 10.700
122 H -9.321 -14.654 11.655
123 H -12.184 -15.159 10.315
124 H -13.551 -13.775 8.778
125 H -10.252 -11.249 7.978
126 H -8.811 -12.884 9.278
127 H -14.730 -12.009 8.736
128 H -16.240 -10.363 7.493
129 H -13.137 -9.207 5.060
130 H -11.481 -10.609 6.353
131 H -16.604 -9.214 5.592
132 H -15.365 -8.713 4.448
133 H -15.391 -7.924 6.077
134 O -13.132 -12.074 3.134
135 C -14.111 -12.940 3.436
136 O -15.127 -12.577 3.942
137 O -14.066 -14.114 3.084
138 H -13.462 -11.245 3.488
139 O -15.761 -6.424 2.793
140 C -15.809 -5.312 2.085
141 O -16.823 -4.593 2.289
142 O -14.892 -4.867 1.466
143 H -14.926 -6.804 2.509

Atomic partial charges in e from the Mulliken method, atoms 1 to 2:
1. B 2.783
2. H -0.472

(4)
The following is a quantum chemistry calculation of a structure of composition C19H37Al2Br3CaCl2F9IMgNO8P2 at a distorted geometry, from the Open Molecules 2025 dataset.

As for the frontier orbital gap: 1.0 eV. The HOMO energy comes out at -0.1932 Ha. The calculation puts the LUMO energy at -4.2 eV. The electronic energy comes out at -361567.006 eV. As for the spin multiplicity: 1. The relative energy (zero: lowest compared OMol25 entry of this formula, charge and spin) is 0.00 kcal/mol. Its charge is -1. The molecular weight is 1196.3 g mol⁻¹.

Cartesian coordinates (Å):
1 C 3.827 -3.167 1.057
2 C 2.807 -4.015 0.305
3 C 1.583 -4.464 1.139
4 I 2.401 -5.495 2.828
5 P 0.650 -2.916 1.660
6 C -1.081 -3.542 1.783
7 Br -1.214 -5.419 2.321
8 C -1.956 -3.468 0.514
9 C -3.421 -3.560 0.924
10 Br -1.558 -1.954 -0.633
11 P 0.178 -0.671 2.242
12 O 0.688 0.222 1.018
13 Cl -1.860 -0.087 2.403
14 H 4.562 -3.754 1.586
15 H 4.391 -2.593 0.338
16 H 3.381 -2.428 1.715
17 H 3.282 -4.936 -0.007
18 H 2.475 -3.486 -0.587
19 H 1.057 -5.139 0.479
20 H 1.437 -2.918 2.845
21 H 1.113 -2.341 0.454
22 H -1.589 -3.086 2.619
23 H -1.721 -4.358 -0.049
24 H -3.982 -2.699 0.595
25 H -3.908 -4.461 0.441
26 H -3.533 -3.684 1.999
27 H -0.060 0.536 0.487
28 Ca -3.631 -0.118 4.336
29 C -1.739 3.615 -2.746
30 C -1.011 2.331 -2.360
31 C -1.948 1.271 -1.773
32 C -2.503 1.671 -0.481
33 N -2.884 1.990 0.554
34 H -2.176 4.109 -1.876
35 H -1.047 4.317 -3.211
36 H -2.539 3.410 -3.459
37 H -0.214 2.563 -1.648
38 H -0.533 1.907 -3.242
39 H -1.411 0.340 -1.602
40 H -2.753 1.050 -2.475
41 F 8.128 -2.748 4.451
42 Al 6.915 -3.997 4.424
43 F 5.500 -3.288 4.987
44 F 7.391 -5.225 5.431
45 F 6.696 -4.558 2.877
46 Cl -5.460 -4.685 -0.795
47 F -9.286 1.390 2.931
48 Al -7.748 1.313 2.289
49 F -6.978 2.803 2.403
50 F -7.758 0.765 0.722
51 F -6.817 0.241 3.255
52 Mg 0.161 -0.486 4.649
53 Br 7.610 -1.914 6.383
54 C 4.792 -1.303 -2.813
55 C 5.671 -1.216 -4.101
56 O 6.698 -0.528 -3.982
57 O 5.229 -1.850 -5.074
58 H 5.229 -0.735 -1.995
59 H 3.798 -0.912 -3.031
60 H 4.707 -2.349 -2.521
61 C 2.281 -2.674 -5.572
62 C 1.047 -2.902 -6.413
63 O -0.002 -2.779 -5.462
64 C 0.444 -1.940 -4.488
65 O -0.263 -1.411 -3.690
66 O 1.776 -1.776 -4.564
67 F 1.015 -4.146 -6.950
68 H 2.631 -3.591 -5.100
69 H 3.107 -2.227 -6.116
70 H 0.896 -2.170 -7.207
71 C -1.281 5.230 0.738
72 O -2.353 6.081 0.383
73 C -3.247 6.334 1.456
74 C -2.990 7.678 2.096
75 O -1.722 7.732 2.733
76 C -0.735 8.387 1.960
77 H -0.528 5.299 -0.048
78 H -0.823 5.520 1.688
79 H -1.626 4.194 0.803
80 H -3.189 5.537 2.202
81 H -4.258 6.330 1.040
82 H -3.746 7.846 2.869
83 H -3.083 8.477 1.355
84 H -0.881 9.472 1.992
85 H -0.747 8.052 0.920
86 H 0.236 8.152 2.393

Atomic partial charges in e from the Mulliken method, atoms 1 to 2:
1. C -0.942
2. C -0.826